Record 1
The following is a DFT calculation (ωB97M-V/def2-TZVPD) of C3H6N2S2 in the gas phase in a non-equilibrium geometry.

Structure (XYZ):
```
13
Properties=species:S:1:pos:R:3:forces:R:3:mulliken_charge:R:1
C -2.046 0.277 -0.603 0.9 1.5 -0.2 -0.68
C -0.398 -1.144 0.428 -0.7 -0.9 0.6 0.14
C 2.370 0.707 -0.342 0.1 1.8 -0.4 -0.14
H -1.237 0.908 -1.165 -2.1 -1.0 0.2 0.25
H -2.226 0.961 0.306 0.1 -1.2 -0.9 0.26
H -3.055 0.105 -1.138 1.9 0.4 0.7 0.24
H -0.184 -2.196 0.736 0.5 0.9 -0.3 0.30
H 1.034 -0.567 1.726 -1.0 0.9 -0.9 0.36
H 2.958 1.532 -0.848 -1.1 -0.6 0.6 0.29
N -1.402 -0.994 -0.293 -1.6 -0.1 -0.8 -0.45
N 0.294 -0.144 1.101 1.6 -0.3 1.4 -0.35
S 0.801 1.269 0.325 1.5 -1.1 -0.1 0.02
S 3.090 -0.715 -0.233 -0.2 -0.5 0.2 -0.23
```
Positions in Å, forces in eV/Å.

Its spin multiplicity is 1. As for the SMILES: C/N=C\NSC=S. As for the net charge: 0. The value obtained for the HOMO energy is -9.00 eV. For the energy relative to the best compared isomer or geometry (same formula, charge and spin), the calculation gives 49.29 kcal per mole. The gap between HOMO and LUMO comes out at 0.3152 Eh. As for the maximum force: 2.317 eV Å⁻¹.

Record 2
The following is a DFT calculation (ωB97M-V/def2-TZVPD) of 2 unconnected molecules or ions with the total composition C2H4N3O in a non-equilibrium geometry.

Structure (XYZ):
```
10
Properties=species:S:1:pos:R:3:forces:R:3:mulliken_charge:R:1
C 0.719 -0.626 -0.325 -1.8 1.3 -0.9 0.45
C -0.571 0.371 -0.783 -0.8 -6.7 -1.3 -0.25
N -1.665 1.805 0.795 0.8 -0.8 -0.2 -0.27
N -1.108 1.110 0.139 -2.4 4.2 2.8 0.59
N 1.105 -0.451 0.922 0.4 -0.2 1.6 -0.35
O 1.132 -1.331 -1.175 0.2 -0.1 -0.3 -0.41
H -1.685 -0.613 -0.740 3.4 2.7 -1.0 0.38
H -0.354 0.894 -1.707 -0.3 -0.1 -0.2 0.37
H 0.599 -0.046 1.720 0.3 -0.2 -1.0 0.22
H 1.829 -1.112 1.155 0.3 0.0 0.5 0.28
```
Positions in Å, forces in eV/Å.

Its spin multiplicity is 1. As for the net charge: +1. The value obtained for the HOMO energy is -15.74 eV. For the energy relative to the best compared isomer or geometry (same formula, charge and spin), the calculation gives 65.59 kcal per mole. The gap between HOMO and LUMO comes out at 0.3495 Eh. As for the maximum force: 6.902 eV Å⁻¹.

Record 3
The following is a DFT calculation (ωB97M-V/def2-TZVPD) of C2H3NO3 in the gas phase in a non-equilibrium geometry.

Structure (XYZ):
```
9
Properties=species:S:1:pos:R:3:forces:R:3:mulliken_charge:R:1
C 0.692 -0.631 0.082 -5.8 4.1 -0.4 -0.75
C -0.805 0.274 -0.110 7.0 -3.1 1.3 0.38
N -2.015 -0.360 0.002 -0.5 0.1 -0.6 0.95
O -2.057 -1.574 0.045 -0.5 -0.3 0.0 -0.55
O -2.970 0.439 -0.014 -0.8 -0.5 0.3 -0.71
O -0.787 1.551 0.035 -2.5 2.1 0.6 -0.44
H 1.543 -0.026 0.288 0.3 0.4 0.0 0.34
H 0.712 -1.516 -0.463 0.0 -1.5 -0.5 0.34
H -1.802 1.877 0.241 2.8 -1.4 -0.8 0.45
```
Positions in Å, forces in eV/Å.

Its spin multiplicity is 1. As for the SMILES: C=C(O)[N+](=O)[O-]. As for the net charge: 0. The value obtained for the HOMO energy (alpha / beta) is -8.99 / -9.99 eV. For the energy relative to the best compared isomer or geometry (same formula, charge and spin), the calculation gives 174.70 kcal per mole. The gap between HOMO and LUMO (alpha / beta) comes out at 0.2860 / 0.3176 Eh. As for the maximum force: 7.729 eV Å⁻¹.

Record 4
The following is a DFT calculation (ωB97M-V/def2-TZVPD) of a molecular structure, C27H20N5O2PtS2 in a non-equilibrium geometry.

Structure (XYZ):
```
57
Properties=species:S:1:pos:R:3:forces:R:3:mulliken_charge:R:1
Pt 0.309 0.491 0.928 1.8 -0.9 -0.8 1.10
O -1.894 -7.116 1.211 0.0 -0.2 0.0 -0.46
C -0.949 -6.323 0.682 0.1 0.1 0.0 0.64
O -0.006 -6.790 0.113 -0.1 0.0 0.0 -0.52
C -1.127 -4.840 0.823 0.1 0.3 0.0 0.77
C -2.348 -4.212 1.033 -0.1 -0.2 0.0 -1.34
C -2.446 -2.836 1.066 0.1 0.5 0.0 -1.04
C -1.315 -2.026 0.910 -0.1 -1.4 -0.3 1.71
C -0.081 -2.675 0.715 -0.3 0.7 0.0 -0.11
C 0.007 -4.049 0.669 -0.2 -0.2 0.0 -1.29
N -1.402 -0.609 0.937 -1.0 1.0 0.8 -0.06
C -2.506 -0.003 1.259 0.9 -1.4 -0.5 0.30
C -2.565 1.423 1.416 -0.3 1.9 0.3 -0.05
C -3.758 2.098 1.712 0.2 -1.1 -0.1 -0.86
C -3.741 3.465 1.868 0.2 0.5 0.0 -0.47
C -2.538 4.149 1.733 -0.3 -0.1 0.1 -0.78
C -1.398 3.418 1.432 -0.1 0.0 0.0 -0.21
N -1.420 2.107 1.275 -0.6 0.2 0.0 0.00
H -2.545 -6.631 1.728 0.0 0.1 0.0 0.30
H -3.255 -4.794 1.145 0.0 0.0 0.0 0.27
H -3.416 -2.380 1.214 0.0 -0.3 0.0 0.26
H 0.817 -2.084 0.609 0.0 0.1 0.0 0.38
H 0.957 -4.541 0.511 0.0 0.0 0.0 0.47
H -3.405 -0.585 1.427 0.0 0.2 0.0 0.24
H -4.670 1.522 1.812 -0.1 0.1 0.0 0.49
H -4.652 4.003 2.096 0.0 0.0 0.0 0.46
H -2.486 5.221 1.859 0.0 0.0 0.0 0.44
H -0.438 3.907 1.307 0.0 0.0 0.0 0.50
S 0.689 0.408 3.277 -0.1 0.0 -0.5 -0.45
C 2.226 0.822 2.644 0.3 0.2 0.2 0.50
N 2.236 1.173 1.372 -0.5 -0.3 0.4 -0.11
C 3.522 1.320 0.886 0.3 -0.1 -0.2 -0.44
C 3.891 1.627 -0.421 -0.1 0.0 0.1 -0.18
C 5.237 1.672 -0.732 0.0 0.0 -0.1 -0.76
C 6.213 1.445 0.239 0.1 0.0 0.1 -0.54
C 5.860 1.173 1.548 0.0 0.0 0.0 -0.50
C 4.510 1.101 1.859 -0.2 0.0 0.0 0.80
S 3.774 0.708 3.397 0.0 0.1 -0.2 -0.21
H 3.128 1.829 -1.161 0.0 0.0 0.0 0.54
H 5.540 1.888 -1.748 0.0 0.0 0.0 0.40
H 7.258 1.482 -0.035 0.0 0.0 0.0 0.39
H 6.609 1.008 2.311 0.0 0.0 0.0 0.40
N 1.188 -0.092 -3.218 0.0 0.0 -0.1 -0.04
C 1.361 -0.169 -1.887 0.0 -0.1 0.1 -0.64
N 0.375 0.391 -1.226 0.2 0.0 0.8 -0.17
C -0.520 0.861 -2.182 0.1 0.0 -0.4 0.69
C -1.747 1.510 -2.060 0.0 0.0 0.0 -0.09
C -2.404 1.860 -3.222 0.0 0.0 0.1 -0.92
C -1.862 1.586 -4.485 0.0 0.0 0.0 -0.44
C -0.656 0.934 -4.624 0.0 0.0 -0.1 -1.06
C -0.004 0.565 -3.453 -0.2 0.2 0.3 0.31
H 1.801 -0.481 -3.915 0.1 0.0 0.0 0.22
H 2.221 -0.638 -1.438 0.0 0.0 0.0 0.59
H -2.165 1.730 -1.091 0.0 0.1 0.0 0.36
H -3.361 2.359 -3.157 0.0 0.0 0.0 0.43
H -2.405 1.893 -5.368 0.0 0.0 0.0 0.40
H -0.243 0.722 -5.601 0.0 0.0 0.0 0.41
```
Positions in Å, forces in eV/Å.

Its spin multiplicity is 1. As for the net charge: +1. The value obtained for the HOMO energy is -10.53 eV. For the energy relative to the best compared isomer or geometry (same formula, charge and spin), the calculation gives 23.10 kcal per mole. The gap between HOMO and LUMO comes out at 0.2355 Eh. As for the maximum force: 2.124 eV Å⁻¹.

Record 5
The following is a DFT calculation (ωB97M-V/def2-TZVPD) of 5 unconnected molecules or ions with the total composition C16H44N2O6 in a non-equilibrium geometry.

Structure (XYZ):
```
68
Properties=species:S:1:pos:R:3:forces:R:3:lowdin_spin:R:1
C 3.635 -1.090 -3.865 -1.5 -1.6 -1.6 0.00
C 4.135 0.113 -3.174 0.2 0.7 0.0 0.00
C 4.332 1.323 -4.200 1.6 -1.9 1.1 0.00
O 4.789 2.519 -3.595 -0.4 0.4 -0.3 0.00
C 4.974 3.547 -4.589 -0.4 -1.1 -0.6 0.00
N 3.148 0.392 -2.124 0.3 0.6 0.3 0.00
H 3.418 -1.922 -3.195 0.2 0.2 0.5 0.00
H 4.217 -1.572 -4.651 0.5 0.6 -0.1 0.00
H 2.663 -0.879 -4.309 -0.2 0.1 -0.3 0.00
H 5.001 -0.301 -2.657 0.7 1.1 0.0 0.00
H 3.436 1.343 -4.820 -0.5 0.7 0.2 0.00
H 5.126 1.015 -4.880 0.1 -0.3 -0.3 0.00
H 4.009 3.717 -5.067 -0.3 0.9 0.4 0.00
H 5.529 3.202 -5.462 0.6 -0.6 0.1 0.00
H 5.525 4.421 -4.243 -0.6 -0.1 0.5 0.00
H 3.612 0.921 -1.399 0.2 0.1 0.3 0.00
H 2.491 1.072 -2.480 -0.5 0.0 -0.2 0.00
C -1.847 -3.560 0.936 0.6 0.3 0.1 0.00
O -2.828 -2.488 0.878 -0.1 -1.2 -0.6 0.01
C -3.828 -2.573 1.875 1.0 1.6 -0.2 0.04
C -4.782 -1.315 1.723 -1.4 -0.6 1.7 0.04
N -4.177 0.058 1.773 1.6 -3.6 -3.3 0.52
C -3.774 0.384 0.453 -1.6 1.6 -1.2 0.13
C -3.379 1.833 0.300 -0.4 1.7 -0.7 0.03
O -4.538 2.585 0.050 -1.3 0.3 -0.3 0.10
C -5.047 2.579 -1.306 0.4 -0.6 0.0 0.00
H -1.274 -3.484 1.860 -0.4 -0.3 0.5 0.00
H -1.056 -3.379 0.209 -0.5 0.2 -0.5 0.00
H -2.236 -4.563 0.761 -0.4 0.2 0.2 0.00
H -3.329 -2.521 2.843 -0.1 0.1 0.3 0.00
H -4.354 -3.528 1.853 -0.6 0.2 -0.3 0.01
H -5.478 -1.427 2.555 0.2 0.2 0.5 0.01
H -5.489 -1.369 0.894 0.7 0.1 -0.5 0.00
H -3.317 0.163 2.291 0.1 0.2 1.5 0.02
H -4.533 0.237 -0.314 -0.8 -0.4 0.5 0.01
H -2.999 -0.187 -0.058 1.0 -0.8 1.0 0.07
H -2.763 2.035 -0.576 0.8 -0.5 0.4 0.00
H -2.992 2.207 1.249 0.5 0.1 -0.3 0.00
H -6.062 2.972 -1.366 0.3 0.2 0.5 0.00
H -5.095 1.566 -1.704 -0.1 -0.3 0.1 0.00
H -4.409 3.100 -2.021 0.2 0.4 0.3 0.00
C 0.253 0.851 0.328 0.2 -0.4 -1.0 0.00
C 0.025 -0.648 0.499 2.0 1.7 0.2 0.00
O -0.934 -0.730 1.494 -1.6 -0.6 0.8 0.00
H 1.140 1.020 -0.283 0.0 0.1 0.0 0.00
H 0.356 1.381 1.275 -0.1 -0.2 0.0 0.00
H -0.608 1.213 -0.233 0.0 0.5 0.1 0.00
H 0.962 -1.090 0.835 0.0 -0.3 -0.2 0.00
H -0.280 -1.089 -0.450 -0.1 -0.2 -0.1 0.00
H -1.466 -1.491 1.251 -0.4 0.1 0.5 0.00
C 3.971 -3.862 -0.015 -0.8 -1.5 1.1 0.00
C 2.667 -3.179 -0.458 2.0 1.1 0.0 0.00
O 2.981 -1.806 -0.199 -0.6 0.1 0.6 0.00
H 4.067 -3.770 1.066 0.0 0.8 0.1 0.00
H 4.906 -3.513 -0.453 -0.4 0.1 -0.3 0.00
H 3.927 -4.951 -0.026 0.0 -0.3 -0.8 0.00
H 1.801 -3.443 0.148 0.0 -0.3 0.1 0.00
H 2.435 -3.343 -1.510 0.0 -0.1 -0.1 0.00
H 2.991 -1.219 -0.959 -0.3 0.1 -0.7 0.00
C -0.627 3.166 4.669 -0.5 0.7 -0.6 0.00
C -1.483 2.405 5.634 1.2 0.3 0.5 0.00
O -0.947 1.094 5.549 -0.6 -0.6 0.0 0.00
H 0.419 3.167 4.977 -0.1 -0.3 -0.2 0.00
H -0.939 4.207 4.589 -0.1 0.1 0.0 0.00
H -0.787 2.692 3.700 0.5 0.1 -0.2 0.00
H -2.547 2.480 5.411 -0.1 -0.2 -0.1 0.00
H -1.278 2.823 6.619 -0.4 -0.1 0.3 0.00
H -1.461 0.492 6.093 0.0 0.0 0.2 0.00
```
Positions in Å, forces in eV/Å.

Its spin multiplicity is 2. As for the expectation value of S²: 0.755. As for the net charge: +1. The value obtained for the HOMO energy (alpha / beta) is -11.59 / -11.59 eV. For the energy relative to the best compared isomer or geometry (same formula, charge and spin), the calculation gives 35.42 kcal per mole. The gap between HOMO and LUMO (alpha / beta) comes out at 0.3448 / 0.1336 Eh. As for the maximum force: 5.110 eV Å⁻¹.

Record 6
The following is a DFT calculation (ωB97M-V/def2-TZVPD) of a gas-phase ion, C5H13ClN3 (charge +1).

Structure (XYZ):
```
22
Properties=species:S:1:pos:R:3:forces:R:3:mulliken_charge:R:1
N 2.668 -1.052 0.784 0.1 0.2 -0.1 -0.65
C 1.920 -0.451 -0.321 0.4 -0.2 0.6 -0.54
C 0.478 -0.192 0.123 0.6 0.2 -0.5 -0.11
C 0.231 1.288 0.351 -0.4 0.0 0.1 -0.97
N -1.182 1.639 0.440 0.0 -0.1 -0.3 -0.29
C -2.133 0.556 0.532 0.1 0.3 -0.1 -0.77
C -1.892 -0.604 -0.453 -0.3 -0.6 0.6 -0.04
Cl -2.135 -2.166 0.358 0.0 0.0 -0.1 -0.11
N -0.486 -0.599 -0.962 0.0 0.1 0.0 -0.19
H 2.864 -0.353 1.496 -0.1 -0.1 0.0 0.22
H 3.580 -1.352 0.454 -0.1 -0.1 0.0 0.26
H 1.939 -1.163 -1.139 0.0 -0.1 -0.3 0.38
H 2.379 0.472 -0.668 -0.1 0.2 -0.3 0.34
H 0.302 -0.814 0.990 -0.4 -0.2 0.1 0.35
H 0.786 1.579 1.238 0.1 0.1 0.2 0.34
H 0.666 1.816 -0.492 0.2 0.2 -0.1 0.47
H -1.452 2.341 -0.231 0.0 0.0 0.1 0.31
H -2.178 0.159 1.537 0.2 -0.2 0.3 0.36
H -3.117 0.949 0.316 -0.2 0.1 0.0 0.39
H -2.584 -0.600 -1.279 0.0 0.1 -0.4 0.46
H -0.258 -1.521 -1.341 0.0 0.0 0.1 0.37
H -0.397 0.070 -1.732 0.0 0.0 0.0 0.42
```
Positions in Å, forces in eV/Å.

Its spin multiplicity is 1. As for the SMILES: NC[C@H]1CNC[C@H](Cl)[NH2+]1. As for the net charge: +1. The value obtained for the HOMO energy is -13.30 eV. For the energy relative to the best compared isomer or geometry (same formula, charge and spin), the calculation gives 9.82 kcal per mole. The gap between HOMO and LUMO comes out at 0.3674 Eh. As for the maximum force: 0.921 eV Å⁻¹.